No. 1
A structure of composition C16H28BF5N10OS2TeW. Source: the OMol25 dataset; level of theory: ωB97M-V with the def2-TZVPD basis set.

```
! RIJCOSX wB97M-V def2-TZVPD def2/J DEFGRID3
* xyz 2 3
H -2.22920 2.71170 -2.66550
F 1.01400 1.43950 -3.95560
H 0.44620 -4.08620 2.62800
O 1.03640 0.71790 -1.49960
H -1.85930 2.97930 -0.37700
H -0.83960 1.64530 -2.78290
H 0.49150 -2.17990 -2.59940
C -2.77020 1.48210 1.95100
F 2.85410 4.56060 -2.69290
H 0.10250 -0.55110 -3.19320
H -1.50960 -2.35920 -1.33020
F 0.62170 4.00990 -4.19240
H 0.73600 0.56680 4.45570
C -1.41840 -1.44140 -1.91460
H 2.49810 -6.01060 -0.62660
C -1.67470 1.92990 -2.13850
S 5.01170 -3.90420 0.64540
N 1.45970 1.43190 2.50610
C 4.33800 -6.50350 0.33660
H 3.93390 3.42510 1.80720
B 0.48380 0.57470 3.31090
H -3.45810 1.11640 -1.28540
C 0.38550 -3.03440 2.44700
H -2.02130 -1.56830 -2.82060
H 2.85490 2.10650 3.94230
H 1.66640 -1.13030 -1.02390
C 2.25280 2.45090 0.76400
N -1.47630 1.11980 1.80440
Te 2.27870 3.07200 -3.81510
C -1.87230 1.41950 3.94590
H 4.84110 -6.97330 -0.51900
C 2.53330 2.12070 2.91950
C 0.07800 -2.39030 1.25950
H -0.40650 3.11340 -1.10770
F 3.15830 1.65560 -2.48820
C 5.30350 -5.64200 1.15120
H -1.65440 1.44220 4.99200
N 0.12870 -1.05830 1.43450
N 3.28660 -5.62440 -0.12870
H 5.11390 -5.70260 2.22380
H 2.32070 2.79170 -0.25300
N 0.45650 -0.84860 2.72560
C 3.07410 2.78590 1.83140
C -2.60580 0.75270 -1.86560
N -0.94550 1.10080 3.05010
H 6.34460 -5.88790 0.95560
W -0.24190 0.63200 0.14570
N -1.92410 -0.31740 -1.08250
C 0.04220 -1.22310 -2.32900
H -3.43160 1.57620 1.10750
F 1.18600 2.98570 -2.09830
C -3.06390 1.68300 3.28600
N 1.27940 1.62690 1.18110
H 3.90240 -7.29520 0.95180
N -1.13310 2.43310 -0.85360
S 2.45820 -3.21960 -0.76490
C 0.61570 -2.01470 3.35450
H 1.94690 0.94660 -1.88520
H -3.99820 1.97240 3.71950
N 0.79300 -0.60490 -1.22350
H -0.13960 -2.83760 0.30830
C 3.51740 -4.31570 -0.12750
H 0.87270 -2.06870 4.39320
H -2.99560 0.35420 -2.80800
H -2.63430 -0.72620 -0.47040
*
```

Calculated values
Frontier orbital gap (alpha / beta) in eV: 7.20 / 6.82
HOMO (alpha / beta) in Ha: -0.5019 / -0.5020

So, what does the Mulliken scheme give us? The charges, in e, come out as: number 1, H, carries 0.6054; number 2, F, carries -0.5521; number 3, H, carries 0.5020; number 4, O, carries -0.4323; number 5, H, carries 0.3123; number 6, H, carries -0.0954; number 7, H, carries 0.4436; number 8, C, carries -0.0092; number 9, F, carries -0.4424; number 10, H, carries 0.2443; number 11, H, carries 0.3523; number 12, F, carries -0.4425; number 13, H, carries -0.0448; number 14, C, carries -0.8599; number 15, H, carries 0.2409; number 16, C, carries -0.1782; number 17, S, carries -0.0594; number 18, N, carries -0.1416; number 19, C, carries -0.5702; number 20, H, carries 0.4755; number 21, B, carries 0.4317; number 22, H, carries 0.3375; number 23, C, carries -1.4883; number 24, H, carries 0.4807; number 25, H, carries 0.5166; number 26, H, carries -0.1888; number 27, C, carries -0.2282; number 28, N, carries -0.0263; number 29, Te, carries 1.4558; number 30, C, carries -0.0348; number 31, H, carries 0.2935; number 32, C, carries -0.0563; number 33, C, carries -0.1935; number 34, H, carries 0.1680; number 35, F, carries -0.6774; number 36, C, carries -0.4812; number 37, H, carries 0.5010; number 38, N, carries -0.0319; number 39, N, carries -0.1645; number 40, H, carries 0.3111; number 41, H, carries 0.6677; number 42, N, carries -0.0617; number 43, C, carries -1.3160; number 44, C, carries -0.9249; number 45, N, carries 0.0109; number 46, H, carries 0.3802; number 47, W, carries 1.8616; number 48, N, carries -0.3308; number 49, C, carries -0.3973; number 50, H, carries 0.4343; number 51, F, carries -0.4176; number 52, C, carries -1.3415; number 53, N, carries 0.0441; number 54, H, carries 0.3027; number 55, N, carries -0.5041; number 56, S, carries -0.3573; number 57, C, carries -0.0223; number 58, H, carries 0.6699; number 59, H, carries 0.4671; number 60, N, carries 0.4208; number 61, H, carries 0.6090; number 62, C, carries 0.2327; number 63, H, carries 0.5232; number 64, H, carries 0.4210; number 65, H, carries 0.3553

No. 2
The molecule C5H10O2. Source: the OMol25 dataset; level of theory: ωB97M-V with the def2-TZVPD basis set.

```
! RIJCOSX wB97M-V def2-TZVPD def2/J DEFGRID3
* xyz 0 1
O 1.47032 0.23117 -0.17757
C 2.61792 -0.30439 0.42695
H -2.18879 -1.51471 -0.72005
H 0.14593 -0.67166 1.13893
C -0.81499 0.16344 -0.50352
H 0.43167 -1.54900 -0.40579
H -0.68350 0.24512 -1.62263
H -0.08217 2.47450 0.60794
H 3.45365 0.35681 0.18782
H 2.83900 -1.31425 0.04801
O -1.65810 2.18770 -0.46760
C 0.33134 -0.56849 0.05774
C -0.78487 1.65924 0.16293
H -3.01509 0.05058 -0.75098
H -2.38311 -0.58057 0.78387
C -2.18740 -0.50238 -0.28811
H 2.50821 -0.36312 1.52206
*
```

Calculated values
Frontier orbital gap in eV: 9.91
Relative energy (zero: lowest compared OMol25 entry of this formula, charge and spin) in kcal/mol: 76.63
HOMO in Ha: -0.3328
SMILES string: COC[C@@H](C)C=O

So, what does the Mulliken scheme give us? The charges, in e, come out as: number 1, O, carries -0.2802; number 2, C, carries -0.7269; number 3, H, carries 0.3943; number 4, H, carries 0.3284; number 5, C, carries 0.5735; number 6, H, carries 0.4466; number 7, H, carries 0.2269; number 8, H, carries 0.3345; number 9, H, carries 0.2464; number 10, H, carries 0.2856; number 11, O, carries -0.4216; number 12, C, carries -0.8239; number 13, C, carries -0.1299; number 14, H, carries 0.3598; number 15, H, carries 0.3593; number 16, C, carries -1.4821; number 17, H, carries 0.3094

No. 3
The molecule C3H7N3OS. Source: the OMol25 dataset; level of theory: ωB97M-V with the def2-TZVPD basis set.

```
! RIJCOSX wB97M-V def2-TZVPD def2/J DEFGRID3
* xyz 0 1
H 1.73367 1.57679 0.97967
C -0.33469 1.05974 -0.21646
N 2.01037 0.98153 0.07878
C -1.76720 -0.95783 0.48607
C 0.92504 0.23944 -0.47248
H -2.28384 1.13888 -0.71402
H -2.04036 -1.58310 -0.39497
H -1.07961 -1.48218 1.18266
O 2.98580 -0.00774 0.44793
S 0.02678 2.67669 -0.12638
H 0.37027 -1.24739 -1.45900
H -2.76659 -0.83889 1.15397
H 2.57487 -1.00357 0.12976
N 1.17553 -0.96163 -0.92272
N -1.53006 0.40927 -0.15280
*
```

Calculated values
Frontier orbital gap in eV: 7.89
Relative energy (zero: lowest compared OMol25 entry of this formula, charge and spin) in kcal/mol: 125.02
HOMO in Ha: -0.3173
SMILES string: [H]/N=C(/NO)C(=S)NC

So, what does the Mulliken scheme give us? The charges, in e, come out as: number 1, H, carries 0.3028; number 2, C, carries 0.1537; number 3, N, carries -0.2207; number 4, C, carries -0.7636; number 5, C, carries 0.4680; number 6, H, carries 0.3471; number 7, H, carries 0.3400; number 8, H, carries 0.2922; number 9, O, carries -0.5086; number 10, S, carries -0.3082; number 11, H, carries 0.2386; number 12, H, carries 0.2677; number 13, H, carries 0.4248; number 14, N, carries -0.7709; number 15, N, carries -0.2630

No. 4
The molecule C7H6O. Source: the OMol25 dataset; level of theory: ωB97M-V with the def2-TZVPD basis set.

```
! RIJCOSX wB97M-V def2-TZVPD def2/J DEFGRID3
* xyz 0 1
H -1.25023 3.09236 0.82318
C -0.47316 -1.09570 -0.69409
O 1.72963 -1.96608 -0.45028
C -1.60179 2.14315 0.26632
C 0.96314 -1.04795 -0.19729
H -2.38635 -0.18440 -1.06241
H -0.66333 -2.08872 -1.25823
C 0.38815 0.93610 0.83926
C 1.34086 0.02831 0.53877
H -2.69003 2.01841 0.04295
C -1.36930 -0.15977 -0.55988
H 0.71785 1.56657 1.70937
H 2.24993 -0.12554 1.10253
C -0.88372 1.10419 0.18106
*
```

Calculated values
Frontier orbital gap in eV: 8.89
Relative energy (zero: lowest compared OMol25 entry of this formula, charge and spin) in kcal/mol: 23.39
HOMO in Ha: -0.3503
SMILES string: C=C1C=CC(=O)C=C1

So, what does the Mulliken scheme give us? The charges, in e, come out as: number 1, H, carries 0.2607; number 2, C, carries -0.3759; number 3, O, carries -0.5999; number 4, C, carries -0.6698; number 5, C, carries 0.3859; number 6, H, carries 0.2676; number 7, H, carries 0.2593; number 8, C, carries -0.4232; number 9, C, carries -0.3783; number 10, H, carries 0.2403; number 11, C, carries -0.3645; number 12, H, carries 0.2682; number 13, H, carries 0.3598; number 14, C, carries 0.7698

No. 5
The molecule C6H6O. Source: the OMol25 dataset; level of theory: ωB97M-V with the def2-TZVPD basis set.

```
! RIJCOSX wB97M-V def2-TZVPD def2/J DEFGRID3
* xyz 0 1
H 1.90415 0.83516 -0.22567
H -1.10518 0.64196 -2.01016
C -1.23092 0.30016 -0.98586
C -1.77633 -1.00393 -0.75142
O 2.33634 0.49386 1.76746
C -0.73017 1.01377 0.00179
H 1.05578 -0.53104 0.51249
H -2.47649 -3.12804 -0.35227
C -2.14133 -2.13402 -0.54716
H 0.05715 2.11474 1.65828
C 0.15666 1.34081 0.89903
H 2.53990 -0.42914 1.95662
C 1.41978 0.48732 0.69743
*
```

Calculated values
Frontier orbital gap in eV: 9.88
Relative energy (zero: lowest compared OMol25 entry of this formula, charge and spin) in kcal/mol: 96.66
HOMO in Ha: -0.3356
SMILES string: C#CC=C=CCO

So, what does the Mulliken scheme give us? The charges, in e, come out as: number 1, H, carries 0.2285; number 2, H, carries 0.3257; number 3, C, carries -0.9107; number 4, C, carries -0.3443; number 5, O, carries -0.5181; number 6, C, carries 0.2156; number 7, H, carries 0.2611; number 8, H, carries 0.3977; number 9, C, carries 0.3344; number 10, H, carries 0.3889; number 11, C, carries -0.4277; number 12, H, carries 0.3320; number 13, C, carries -0.2830

| no. | E_tot (eV) |
| --- | --- |
| 1 | -79038.1424 |
| 2 | -9439.7202 |
| 3 | -20572.7626 |
| 4 | -9401.2056 |
| 5 | -8362.3143 |